DFT (ωB97M-V/def2-TZVPD) results for a molecular structure, C46H40AsF3FeN4.

The geometry in XYZ format:
```
95
Properties=species:S:1:pos:R:3:mulliken_spin:R:1
Fe 0.180 0.135 0.749 3.787
N 1.780 -1.671 0.378 0.111
C 1.222 -1.986 -0.898 0.246
C 1.758 -1.472 -2.050 -0.110
C 1.183 -1.719 -3.300 0.385
C 0.033 -2.511 -3.382 -0.148
C -0.524 -3.066 -2.272 0.426
C 0.036 -2.854 -0.938 -0.153
C -1.916 -2.028 0.889 -0.209
C -3.048 -2.602 1.487 0.009
C -4.001 -1.794 2.071 0.010
C -3.840 -0.414 2.077 -0.003
C -2.722 0.152 1.482 -0.068
C -1.747 -0.629 0.874 0.233
H 1.697 -2.456 1.021 0.009
H 2.756 -1.400 0.300 0.009
H 2.648 -0.862 -1.986 -0.004
H 1.625 -1.313 -4.192 0.028
H -0.405 -2.698 -4.350 -0.002
H -1.396 -3.698 -2.339 0.015
H -3.175 -3.674 1.465 0.000
H -4.874 -2.234 2.531 0.001
H -4.584 0.214 2.544 0.001
H -2.604 1.231 1.500 0.012
C -0.553 3.682 5.181 0.000
C 0.239 3.848 3.892 0.003
N 0.162 2.605 3.154 0.007
C 0.185 1.378 3.743 0.016
N 0.378 0.352 2.951 0.032
C 0.421 -0.967 3.572 0.028
C -0.562 -1.066 4.732 -0.001
C -0.216 0.020 5.737 0.001
N -0.030 1.297 5.074 0.006
C -0.012 2.472 5.927 0.000
H -1.604 3.514 4.942 0.000
H -0.474 4.573 5.802 0.000
H 1.282 4.113 4.114 0.000
H -0.186 4.641 3.276 0.000
H 0.466 2.611 2.186 0.004
H 1.440 -1.162 3.932 0.001
H 0.179 -1.711 2.805 -0.004
H -0.498 -2.041 5.212 0.000
H -1.578 -0.935 4.355 0.000
H 0.695 -0.254 6.283 0.000
H -1.024 0.126 6.467 0.000
H 1.011 2.661 6.277 0.000
H -0.625 2.268 6.808 0.000
C 0.446 6.814 0.025 0.002
C -0.432 6.098 0.822 -0.002
C -0.630 4.748 0.588 0.006
C 0.029 4.103 -0.455 0.019
C 0.885 4.836 -1.266 0.006
C 1.095 6.183 -1.022 0.000
As -0.342 2.175 -0.708 0.007
C -2.060 2.464 -1.590 0.005
C -3.274 2.778 -1.004 -0.007
C -4.391 2.990 -1.797 0.002
C -4.293 2.893 -3.176 -0.001
C -3.080 2.601 -3.772 0.001
C -1.952 2.387 -2.989 0.001
C -0.608 2.109 -3.491 0.010
C -0.234 2.019 -4.826 0.013
C 1.085 1.769 -5.161 -0.013
C 2.046 1.610 -4.174 0.011
C 1.688 1.711 -2.838 -0.020
C 0.371 1.960 -2.497 0.021
H 0.626 7.861 0.219 0.000
H -0.963 6.598 1.618 0.000
H -1.320 4.180 1.205 0.002
H 1.382 4.355 -2.099 0.000
H 1.764 6.742 -1.658 0.000
H -3.353 2.859 0.073 -0.002
H -5.336 3.238 -1.336 0.000
H -5.167 3.056 -3.789 0.000
H -3.010 2.546 -4.848 0.000
H -0.969 2.150 -5.605 0.001
H 1.370 1.704 -6.201 0.000
H 3.073 1.415 -4.445 0.001
H 2.434 1.610 -2.056 -0.001
F 1.360 -10.127 0.408 0.000
C 0.427 -9.498 1.126 0.001
F 0.687 -9.762 2.420 0.000
F -0.745 -10.100 0.857 0.000
C 0.364 -8.019 0.870 0.000
C 1.176 -7.390 -0.066 0.003
C 1.039 -6.030 -0.278 -0.001
C 0.090 -5.293 0.438 0.011
C -0.683 -5.934 1.416 -0.001
C -0.554 -7.290 1.621 0.001
C -0.197 -3.936 0.122 0.083
C -0.938 -2.859 0.272 0.160
H 1.894 -7.964 -0.633 0.000
H 1.646 -5.531 -1.017 0.002
H -1.402 -5.360 1.980 0.001
H -1.175 -7.797 2.345 0.000
```

Its total energy is -157683.175 eV. The calculation puts the LUMO energy (spin up / spin down) at -2.332 / -3.001 eV. As for the spin multiplicity: 6. The largest force on an atom comes out at 2.24 eV Å⁻¹. The value obtained for the orbital gap (spin up / spin down) is 6.24 / 7.36 eV. As for the net charge: +1.



DFT (ωB97M-V/def2-TZVPD) results for a molecular structure, C46H40BrCl4FN4O7SSiSr.

The geometry in XYZ format:
```
106
Properties=species:S:1:pos:R:3:lowdin_charge:R:1
Sr 0.180 0.262 1.465 1.525
O -3.117 -6.576 -0.194 0.049
C -2.089 -5.670 -0.173 -0.326
C -1.618 -5.067 -1.329 -0.022
C -0.552 -4.200 -1.210 -0.123
N 0.052 -3.909 -0.048 0.070
C -0.464 -4.467 1.026 -0.714
Br 0.335 -4.019 2.702 0.803
C -1.511 -5.377 1.038 -0.059
H -3.458 -6.614 -1.094 0.095
H -2.085 -5.246 -2.293 0.108
H -0.152 -3.701 -2.090 0.099
H -1.886 -5.804 1.957 0.111
Cl 2.695 1.176 8.159 0.554
C 1.632 1.098 6.762 -0.726
C 0.301 1.403 6.880 -0.728
Cl -0.371 1.871 8.433 0.554
C -0.532 1.332 5.736 -0.605
Cl -2.232 1.750 5.865 0.599
C -0.067 0.938 4.472 -0.441
O -0.825 0.867 3.426 -0.289
C 1.367 0.638 4.343 -0.416
O 1.846 0.334 3.167 -0.284
C 2.150 0.725 5.497 -0.605
Cl 3.848 0.372 5.319 0.672
C 0.993 3.749 2.690 -0.018
C 1.618 3.600 1.322 -0.325
C 2.419 4.608 0.801 -0.085
C 2.977 4.411 -0.460 -0.115
C 2.719 3.255 -1.161 -0.058
C 1.879 2.247 -0.596 -0.474
N 1.363 2.455 0.661 0.050
N 1.564 1.071 -1.193 -0.093
Si 1.310 0.815 -2.839 0.298
C 2.796 0.678 -3.965 -0.182
C 0.229 2.150 -3.574 -0.170
C 0.422 -0.815 -3.012 -0.168
H 0.769 4.797 2.896 0.072
H 1.681 3.384 3.460 0.090
H 0.080 3.158 2.781 0.071
H 2.597 5.511 1.371 0.089
H 3.619 5.171 -0.893 0.088
H 3.150 3.088 -2.143 0.078
H 3.527 1.480 -3.803 0.015
H 2.480 0.710 -5.017 0.020
H 3.318 -0.273 -3.793 0.009
H 0.653 3.141 -3.364 0.024
H -0.764 2.119 -3.105 0.013
H 0.103 2.052 -4.661 0.020
H 1.090 -1.630 -2.693 0.013
H 0.110 -1.008 -4.048 0.026
H -0.464 -0.836 -2.363 0.029
C -6.858 -1.398 -1.777 -0.056
C -6.621 0.090 -1.593 -0.320
C -6.999 0.845 -2.853 -0.162
C -6.819 2.343 -2.665 -0.140
C -5.412 2.641 -2.225 -0.150
C -4.816 3.847 -2.505 0.032
C -3.521 4.106 -2.071 -0.261
F -2.980 5.310 -2.373 0.048
C -2.807 3.197 -1.355 0.066
C -3.395 1.963 -1.066 -0.036
C -2.610 1.003 -0.234 -0.286
O -1.559 1.390 0.253 -0.069
C -3.202 -0.318 -0.088 0.000
C -4.452 -0.505 -0.575 0.010
N -5.215 0.400 -1.244 0.020
C -4.679 1.672 -1.511 -0.077
C -2.572 -1.545 0.612 -0.609
O -3.197 -2.615 0.473 -0.020
O -1.510 -1.341 1.245 -0.163
H -7.888 -1.537 -2.111 0.079
H -6.728 -1.975 -0.864 0.079
H -6.184 -1.805 -2.536 0.098
H -7.263 0.444 -0.778 0.153
H -8.035 0.608 -3.101 0.114
H -6.364 0.494 -3.675 0.134
H -7.528 2.693 -1.908 0.122
H -7.039 2.886 -3.586 0.114
H -5.349 4.602 -3.074 0.123
H -1.799 3.390 -1.001 0.141
H -4.868 -1.488 -0.413 0.112
O 1.766 -1.268 0.821 -0.690
S 2.990 -0.358 0.672 1.034
C 3.853 -1.161 -0.685 -0.346
C 3.421 -2.419 -1.065 -0.060
C 4.108 -3.081 -2.079 -0.077
C 5.202 -2.483 -2.698 -0.107
C 5.604 -1.205 -2.318 -0.103
C 4.922 -0.535 -1.312 -0.086
C 4.145 -1.020 1.905 -0.354
C 3.803 -2.164 2.604 -0.068
C 4.720 -2.703 3.499 -0.082
C 5.959 -2.098 3.689 -0.116
C 6.270 -0.931 3.000 -0.111
C 5.356 -0.386 2.108 -0.096
H 2.550 -2.847 -0.573 0.098
H 3.782 -4.068 -2.386 0.098
H 5.730 -3.003 -3.489 0.090
H 6.435 -0.723 -2.818 0.097
H 5.206 0.474 -1.026 0.114
H 2.825 -2.603 2.447 0.055
H 4.458 -3.593 4.061 0.100
H 6.674 -2.525 4.383 0.091
H 7.219 -0.437 3.166 0.094
H 5.588 0.535 1.580 0.111
```

Its total energy is -211051.201 eV. The calculation puts the LUMO energy at 3.438 eV. The largest force on an atom comes out at 2.11 eV Å⁻¹. The value obtained for the orbital gap is 4.65 eV. As for the net charge: -2.